Here is a structure of composition C58H40As2MoN8 at a distorted geometry from the OMol25 dataset. Energies are from ωB97M-V with the def2-TZVPD basis set.

Output
LUMO level (alpha / beta) = -6.64 / -7.07 eV
HOMO-LUMO gap (alpha / beta) = 0.1850 / 0.1666 hartree
total energy = -196238.10324 eV
expectation value of S² = 2.419
HOMO level (alpha / beta) = -11.7 / -11.6 eV
F_max = 2.21 eV Å⁻¹

ORCA input file:
```
! RIJCOSX wB97M-V def2-TZVPD def2/J DEFGRID3
* xyz 2 3
Mo 0.13 -0.35 -0.55
C 0.84 3.95 -5.52
C -0.42 3.48 -5.89
C -1.08 2.51 -5.17
C -0.45 2.02 -4.03
C -0.82 1.05 -3.04
N 0.21 0.89 -2.13
C 1.20 1.77 -2.48
N 2.34 1.96 -1.85
C 2.76 1.19 -0.90
C 4.08 1.26 -0.30
C 5.13 2.15 -0.45
C 6.29 1.88 0.26
C 6.41 0.76 1.08
C 5.38 -0.16 1.19
C 4.21 0.11 0.50
C 2.99 -0.64 0.34
N 2.87 -1.91 0.61
C 1.89 -2.68 0.20
N 0.66 -2.27 -0.27
C -0.09 -3.41 -0.50
N -1.38 -3.44 -0.75
C -2.07 -2.39 -1.10
N -1.51 -1.15 -1.32
C -2.37 -0.48 -2.17
N -2.00 0.47 -2.98
C -3.64 -1.17 -2.22
C -4.85 -0.88 -2.83
C -5.87 -1.81 -2.71
C -5.69 -2.99 -2.01
C -4.48 -3.31 -1.42
C -3.45 -2.38 -1.53
C 0.71 -4.57 -0.30
C 0.48 -5.92 -0.52
C 1.52 -6.79 -0.27
C 2.76 -6.34 0.21
C 3.00 -5.00 0.44
C 1.97 -4.11 0.16
N 2.07 0.11 -0.38
C 0.82 2.49 -3.66
C 1.48 3.46 -4.40
H 1.33 4.70 -6.12
H -0.89 3.89 -6.78
H -2.05 2.13 -5.47
H 5.05 3.00 -1.10
H 7.13 2.56 0.17
H 7.33 0.61 1.62
H 5.47 -1.05 1.79
H -4.99 0.04 -3.38
H -6.83 -1.61 -3.17
H -6.52 -3.68 -1.93
H -4.34 -4.24 -0.89
H -0.47 -6.27 -0.89
H 1.39 -7.85 -0.47
H 3.54 -7.06 0.39
H 3.95 -4.65 0.80
H 2.46 3.80 -4.10
C -2.24 1.11 1.86
C -1.21 0.56 2.84
As 0.17 -0.63 2.02
C 1.50 -0.34 3.46
C 1.22 -0.93 4.69
C 1.99 -0.63 5.80
C 3.03 0.29 5.69
C 3.31 0.88 4.47
C 2.55 0.56 3.35
C -0.46 -2.42 2.41
C -1.79 -2.75 2.16
C -2.23 -4.05 2.33
C -1.35 -5.03 2.74
C -0.01 -4.72 2.95
C 0.43 -3.42 2.78
As -1.53 1.62 0.07
C -0.20 3.05 0.20
C -0.25 4.03 -0.79
C 0.81 4.91 -0.95
C 1.92 4.81 -0.14
C 1.98 3.84 0.85
C 0.92 2.96 1.02
C -3.08 2.71 -0.54
C -3.54 3.68 0.34
C -4.62 4.48 0.01
C -5.26 4.32 -1.21
C -4.77 3.40 -2.11
C -3.69 2.59 -1.78
H -2.78 1.95 2.33
H -3.00 0.35 1.62
H -1.71 0.01 3.65
H -0.65 1.38 3.30
H 0.40 -1.64 4.78
H 1.78 -1.10 6.75
H 3.60 0.55 6.56
H 4.12 1.58 4.39
H 2.80 1.02 2.40
H -2.50 -1.98 1.83
H -3.27 -4.30 2.14
H -1.69 -6.04 2.90
H 0.68 -5.49 3.25
H 1.48 -3.18 2.94
H -1.11 4.09 -1.44
H 0.76 5.66 -1.72
H 2.76 5.48 -0.28
H 2.84 3.77 1.49
H 0.98 2.19 1.80
H -3.03 3.84 1.29
H -4.98 5.23 0.70
H -6.11 4.93 -1.46
H -5.23 3.29 -3.09
H -3.32 1.89 -2.51
*
```

Results of the Löwdin charge analysis, in e, for atoms 1 through 6: Mo 1.38; C -0.04; C -0.04; C 0.01; C -0.09; C -0.29


Here is a cluster of 2 separate species, C8H19O4S in total from the OMol25 dataset. Energies are from ωB97M-V with the def2-TZVPD basis set.

Output
LUMO level = -3.93 eV
HOMO-LUMO gap = 0.3497 hartree
total energy = -27621.24542 eV
energy relative to the best compared isomer or geometry (same formula, charge and spin) = 0.00 kcal per mole
HOMO level = -13.4 eV
F_max = 0.63 eV Å⁻¹

ORCA input file:
```
! RIJCOSX wB97M-V def2-TZVPD def2/J DEFGRID3
* xyz 1 1
C -0.26 0.98 -3.52
C -0.67 -0.37 -4.09
C -0.74 -1.48 -3.08
O 0.49 -1.52 -2.31
C 0.69 -2.73 -1.70
S 2.21 -2.61 -0.70
H 0.68 0.92 -2.97
H -0.12 1.69 -4.32
H -1.03 1.38 -2.86
H -1.66 -0.29 -4.53
H 0.02 -0.66 -4.89
H -0.85 -2.44 -3.60
H -1.57 -1.35 -2.39
H 0.88 -3.55 -2.39
H -0.09 -3.01 -0.98
H 2.94 -1.88 -1.56
H 1.84 -1.59 0.09
C -0.87 2.19 5.09
C -0.43 0.77 4.81
O -0.75 0.37 3.46
C 0.08 0.80 2.52
O 1.09 1.44 2.68
O -0.42 0.44 1.32
C 0.32 0.96 0.22
H -1.93 2.31 4.88
H -0.70 2.42 6.14
H -0.30 2.90 4.49
H -0.98 0.06 5.43
H 0.63 0.63 4.98
H 1.38 0.74 0.32
H 0.19 2.04 0.12
H -0.09 0.47 -0.67
*
```

Results of the Löwdin charge analysis, in e, for atoms 1 through 6: C -0.09; C -0.22; C -0.18; O -0.22; C -0.46; S 1.18


Here is a structure of composition CH2Cl3Hg at a distorted geometry from the OMol25 dataset. Energies are from ωB97M-V with the def2-TZVPD basis set.

Output
LUMO level (alpha / beta) = -12.69 / -13.75 eV
HOMO-LUMO gap (alpha / beta) = 0.2595 / 0.2199 hartree
total energy = -42787.59638 eV
expectation value of S² = 0.758
energy relative to the best compared isomer or geometry (same formula, charge and spin) = 0.00 kcal per mole
HOMO level (alpha / beta) = -19.7 / -19.7 eV
F_max = 2.75 eV Å⁻¹

ORCA input file:
```
! RIJCOSX wB97M-V def2-TZVPD def2/J DEFGRID3
* xyz 2 2
Hg 0.90 -15.16 -5.89
Cl 3.10 -15.28 -7.30
C 3.29 -14.55 -11.09
Cl 2.40 -13.35 -11.96
Cl 2.92 -16.16 -11.83
H 4.37 -14.42 -11.19
H 2.94 -14.52 -10.06
*
```

Results of the Löwdin charge analysis, in e, for atoms 1 through 6: Hg 1.15; Cl -0.09; C -0.91; Cl 0.91; Cl 0.87; H 0.07


Here is a structure of composition C19H31ClN2STc at a distorted geometry from the OMol25 dataset. Energies are from ωB97M-V with the def2-TZVPD basis set.

Output
LUMO level (alpha / beta) = -7.62 / -7.62 eV
HOMO-LUMO gap (alpha / beta) = 0.1622 / 0.1928 hartree
total energy = -48719.38321 eV
expectation value of S² = 3.790
energy relative to the best compared isomer or geometry (same formula, charge and spin) = 152.00 kcal per mole
HOMO level (alpha / beta) = -12.0 / -12.9 eV
F_max = 2.94 eV Å⁻¹

ORCA input file:
```
! RIJCOSX wB97M-V def2-TZVPD def2/J DEFGRID3
* xyz 2 4
C 0.24 0.88 -6.03
C 1.62 1.39 -5.98
C -0.01 -0.53 -6.33
C -0.88 1.83 -6.02
Cl 0.09 0.30 -2.57
H -0.02 -0.72 -7.41
H -0.97 -0.86 -5.93
H 0.78 -1.17 -5.90
H 1.98 1.66 -6.99
H 2.31 0.64 -5.58
H 1.69 2.29 -5.36
H -1.11 2.20 -7.03
H -0.66 2.71 -5.39
H -1.80 1.36 -5.63
C 1.82 -0.98 1.75
C 0.93 -1.91 1.06
C 1.35 -1.93 -0.33
H 0.40 -2.71 1.58
C 2.23 -0.77 -0.52
C 2.50 -0.20 0.76
H 3.15 0.65 0.97
H 2.03 -0.99 2.82
H 1.16 -2.72 -1.05
H 2.76 -0.52 -1.45
C -2.03 1.00 1.28
C -1.91 -0.44 1.75
C -1.81 -1.29 0.53
H -2.17 -0.78 2.75
C -2.21 -0.44 -0.58
C -2.22 0.93 -0.16
H -2.47 1.78 -0.76
H -2.31 1.86 1.93
H -2.01 -2.35 0.56
H -2.57 -0.82 -1.53
Tc -0.04 -0.43 -0.39
C -2.18 1.03 4.66
N -1.12 -0.02 4.58
C -1.12 -1.07 5.62
C -0.04 0.29 3.80
S -0.30 0.58 1.81
N 1.04 0.95 4.23
C 1.89 0.51 5.37
C 1.32 2.29 3.68
H -2.78 0.84 5.55
H -2.82 0.99 3.77
H -1.71 2.03 4.74
H -1.13 -2.07 5.15
H -0.26 -0.97 6.30
H -2.04 -0.94 6.20
H 2.94 0.64 5.07
H 1.71 1.13 6.27
H 1.70 -0.56 5.60
H 2.34 2.32 3.29
H 0.60 2.49 2.88
H 1.20 3.05 4.46
*
```

Results of the Löwdin charge analysis, in e, for atoms 1 through 6: C -0.22; C 0.00; C -0.01; C 0.00; Cl 0.01; H 0.15


Here is a cluster of 2 separate species, C3H8O2 in total from the OMol25 dataset. Energies are from ωB97M-V with the def2-TZVPD basis set.

Output
LUMO level = -0.04 eV
HOMO-LUMO gap = 0.3192 hartree
total energy = -7332.35946 eV
energy relative to the best compared isomer or geometry (same formula, charge and spin) = 85.12 kcal per mole
HOMO level = -8.7 eV
F_max = 0.31 eV Å⁻¹

ORCA input file:
```
! RIJCOSX wB97M-V def2-TZVPD def2/J DEFGRID3
* xyz 0 1
O -0.53 1.46 0.97
C -1.31 -0.09 -0.10
C -0.31 -0.86 -0.71
C 1.38 -0.23 -0.16
O 1.49 1.03 -0.35
H -0.31 1.11 1.85
H -1.83 0.68 -0.64
H -1.83 -0.46 0.78
H -0.21 -0.72 -1.79
H -0.24 -1.90 -0.38
H 1.32 -0.61 0.88
H 1.98 -0.90 -0.80
H 0.39 1.48 0.46
*
```

Results of the Löwdin charge analysis, in e, for atoms 1 through 6: O -0.08; C 0.01; C -0.16; C -0.31; O -0.15; H 0.07


Here is a structure of composition C42H51N5Ru at a distorted geometry from the OMol25 dataset. Energies are from ωB97M-V with the def2-TZVPD basis set.

Output
LUMO level (alpha / beta) = -7.15 / -8.90 eV
HOMO-LUMO gap (alpha / beta) = 0.1935 / 0.1468 hartree
total energy = -54399.96540 eV
expectation value of S² = 6.113
HOMO level (alpha / beta) = -12.4 / -12.9 eV
F_max = 3.22 eV Å⁻¹

ORCA input file:
```
! RIJCOSX wB97M-V def2-TZVPD def2/J DEFGRID3
* xyz 2 5
Ru 9.88 -1.53 17.17
C 11.06 1.56 22.45
C 9.68 1.79 21.72
C 9.33 0.65 20.83
C 8.54 -0.46 21.07
C 7.68 -0.72 22.25
C 6.25 -0.14 22.22
C 8.57 -1.29 19.86
N 9.42 -0.72 18.96
C 9.89 0.50 19.50
C 10.75 1.40 18.88
C 11.13 1.31 17.54
C 11.76 2.34 16.78
C 12.10 3.70 17.29
C 13.51 3.92 17.83
C 11.98 1.86 15.52
C 11.43 0.52 15.47
C 11.48 -0.29 14.33
C 10.99 -1.58 14.24
N 10.31 -2.22 15.27
C 10.04 -3.52 14.78
C 9.38 -4.55 15.46
C 8.98 -4.44 16.80
N 8.99 -3.26 17.57
C 8.27 -3.48 18.69
C 7.82 -2.45 19.60
C 7.93 -4.89 18.80
C 8.41 -5.47 17.62
C 8.46 -6.98 17.37
C 9.64 -7.43 16.50
C 7.18 -5.53 19.92
C 7.92 -5.60 21.29
C 10.56 -3.67 13.45
C 11.16 -2.47 13.09
C 11.95 -2.14 11.89
C 11.30 -1.18 10.89
C 10.46 -4.91 12.56
C 10.16 -4.67 11.08
N 10.90 0.22 16.71
C 12.69 2.43 14.36
C 11.78 2.90 13.23
H 11.34 2.39 23.11
H 11.92 1.38 21.79
H 10.98 0.59 23.00
H 9.79 2.65 21.04
H 8.89 2.00 22.43
H 8.13 -0.39 23.23
H 7.57 -1.85 22.35
H 6.26 0.96 22.08
H 5.79 -0.31 23.24
H 5.68 -0.54 21.39
H 11.22 2.23 19.45
H 11.39 3.95 18.09
H 11.93 4.46 16.49
H 13.70 3.37 18.78
H 13.65 4.98 18.03
H 14.26 3.64 17.10
H 12.03 0.11 13.45
H 9.10 -5.42 14.88
H 6.93 -2.70 20.25
H 7.49 -7.24 16.81
H 8.52 -7.51 18.28
H 9.48 -7.60 15.43
H 9.97 -8.42 16.88
H 10.52 -6.80 16.57
H 6.93 -6.60 19.64
H 6.18 -4.97 20.06
H 8.96 -6.01 21.19
H 7.32 -6.19 21.98
H 8.07 -4.60 21.72
H 12.24 -3.07 11.34
H 12.91 -1.65 12.26
H 10.21 -1.46 10.75
H 11.74 -1.30 9.92
H 11.39 -0.11 11.21
H 9.68 -5.54 13.01
H 11.44 -5.53 12.60
H 9.38 -3.88 10.93
H 9.72 -5.57 10.62
H 11.02 -4.36 10.50
H 13.42 1.72 13.93
H 13.27 3.33 14.72
H 11.01 2.17 12.93
H 12.39 3.14 12.35
H 11.24 3.82 13.48
N 7.95 -0.47 16.54
C 7.64 -0.21 15.16
C 8.05 0.93 14.50
C 7.90 1.03 13.13
C 7.25 0.06 12.43
C 6.79 -1.11 13.09
C 6.91 -1.21 14.46
H 7.94 0.35 17.17
H 7.29 -1.15 16.90
H 8.68 1.71 15.03
H 8.30 1.88 12.58
H 7.02 0.26 11.37
H 6.25 -1.88 12.54
H 6.56 -2.14 14.96
*
```

Results of the Löwdin charge analysis, in e, for atoms 1 through 6: Ru 1.48; C -0.06; C -0.16; C -0.11; C -0.10; C -0.20


Here is an isolated molecule of C5H6O from the OMol25 dataset. Energies are from ωB97M-V with the def2-TZVPD basis set.

Output
LUMO level = 0.61 eV
HOMO-LUMO gap = 0.3668 hartree
total energy = -7326.63845 eV
energy relative to the best compared isomer or geometry (same formula, charge and spin) = 61.02 kcal per mole
HOMO level = -9.4 eV
F_max = 0.56 eV Å⁻¹
SMILES = C=C=CC(C)=O

ORCA input file:
```
! RIJCOSX wB97M-V def2-TZVPD def2/J DEFGRID3
* xyz 0 1
C 2.14 -0.53 -0.04
C 1.73 0.72 -0.22
C 0.47 1.12 -0.09
C -0.42 -0.08 -0.04
C -1.91 -0.01 0.02
O 0.06 -1.21 -0.05
H 2.24 -0.74 1.01
H 2.41 -1.31 -0.73
H 0.08 2.13 0.04
H -2.31 0.99 0.13
H -2.22 -0.66 0.85
H -2.28 -0.47 -0.90
*
```

Results of the Löwdin charge analysis, in e, for atoms 1 through 6: C 0.03; C -0.06; C -0.07; C -0.44; C -0.01; O 0.02